ORCA calculation (wB97M-V/def2-TZVPD) on the molecule C4H9NO2 in a non-equilibrium geometry.

Each line ends with the Löwdin charge.
CARTESIAN COORDINATES (ANGSTROEM)
O1 1.932 -1.476 -0.359  0.057
C1 1.675 -0.293 -0.485  -0.198
C2 0.253 0.309 -0.769  -0.207
C3 -0.845 -0.411 0.126  -0.326
C4 -2.219 0.234 0.060  -0.069
O2 -0.494 -0.444 1.621  -0.090
N1 0.172 1.892 -0.541  0.050
H1 2.433 0.485 -0.220  0.119
H2 0.088 0.053 -1.744  0.099
H3 -0.978 -1.461 -0.186  0.135
H4 -2.979 -0.622 0.195  0.107
H5 -2.451 0.685 -0.881  0.068
H6 -2.263 0.899 0.896  0.068
H7 -0.961 -1.223 1.993  0.091
H8 0.054 2.126 0.440  0.056
H9 1.162 2.133 -0.392  0.041

Forces on atoms 1 to 2 (eV/Å):
O -0.58 1.73 -0.72
C -0.47 -0.62 1.56

Relative energy (zero: lowest compared OMol25 entry of this formula, charge and spin) = 68.4 kcal per mole
HOMO energy = -9.905 eV
Lowest unoccupied orbital energy = 0.80 eV
Total charge = 0
SMILES = C[C@H](O)[C@@H](N)C=O
Gap between HOMO and LUMO = 10.709 eV

ORCA calculation (wB97M-V/def2-TZVPD) on the molecule C4H9NO2 in a non-equilibrium geometry.

Each line ends with the Löwdin charge.
CARTESIAN COORDINATES (ANGSTROEM)
O1 1.202 -2.460 0.046  0.091
C1 1.289 -1.268 -0.152  -0.501
O2 2.238 -0.688 -0.862  0.129
C2 0.299 -0.268 0.488  -0.335
C3 -0.235 0.725 -0.558  -0.211
C4 -1.308 1.671 0.039  -0.089
N1 -0.791 -0.938 1.176  0.056
H1 2.910 -1.302 -1.180  0.134
H2 0.968 0.306 1.145  0.153
H3 0.559 1.336 -0.986  0.106
H4 -0.599 0.126 -1.399  0.114
H5 -1.945 1.213 0.783  0.060
H6 -1.917 2.032 -0.791  0.068
H7 -0.742 2.527 0.402  0.071
H8 -1.466 -1.136 0.447  0.081
H9 -0.462 -1.875 1.403  0.073

Forces on atoms 1 to 2 (eV/Å):
O 0.39 0.43 -0.37
C -1.26 -0.91 0.96

Relative energy (zero: lowest compared OMol25 entry of this formula, charge and spin) = 15.6 kcal per mole
HOMO energy = -9.866 eV
Lowest unoccupied orbital energy = 0.64 eV
Total charge = 0
SMILES = CC[C@@H](N)C(=O)O
Gap between HOMO and LUMO = 10.509 eV

ORCA calculation (wB97M-V/def2-TZVPD) on the molecule C4H9NO2 in a non-equilibrium geometry.

Each line ends with the Löwdin charge.
CARTESIAN COORDINATES (ANGSTROEM)
O1 -2.623 -0.332 -1.359  0.056
C1 -1.451 -0.611 -1.290  -0.227
C2 -0.449 0.312 -0.625  -0.328
C3 0.297 -0.494 0.468  -0.373
C4 0.135 0.071 1.882  -0.037
O2 1.686 -0.740 0.192  -0.057
N1 0.427 0.825 -1.659  0.074
H1 -1.120 -1.585 -1.701  0.136
H2 -1.026 1.074 -0.112  0.134
H3 -0.081 -1.517 0.484  0.137
H4 -0.670 -0.406 2.445  0.085
H5 0.175 1.155 1.946  0.081
H6 0.997 -0.315 2.437  0.080
H7 2.216 0.075 0.282  0.097
H8 0.105 1.691 -2.053  0.083
H9 1.381 0.798 -1.335  0.058

Forces on atoms 1 to 2 (eV/Å):
O 0.12 -0.03 -0.05
C -0.97 0.15 0.09

Relative energy (zero: lowest compared OMol25 entry of this formula, charge and spin) = 48.6 kcal per mole
HOMO energy = -9.273 eV
Lowest unoccupied orbital energy = 0.64 eV
Total charge = 0
SMILES = C[C@H](O)[C@@H](N)C=O
Gap between HOMO and LUMO = 9.914 eV

ORCA calculation (wB97M-V/def2-TZVPD) on the molecule C4H9NO2.

Each line ends with the Löwdin charge.
CARTESIAN COORDINATES (ANGSTROEM)
C1 2.140 -0.536 -1.344  -0.135
N1 0.842 0.119 -1.464  -0.122
C2 0.218 0.448 -0.199  -0.153
C3 -0.531 -0.721 0.444  -0.465
O1 -0.394 -1.853 0.063  0.123
O2 -1.292 -0.472 1.539  -0.040
C4 -2.132 0.672 1.644  -0.059
H1 2.865 0.152 -0.894  0.077
H2 2.510 -0.786 -2.345  0.079
H3 2.111 -1.458 -0.748  0.076
H4 0.222 -0.515 -1.959  0.106
H5 -0.445 1.311 -0.326  0.105
H6 0.990 0.757 0.521  0.140
H7 -2.190 0.941 2.700  0.095
H8 -3.131 0.402 1.291  0.096
H9 -1.783 1.539 1.076  0.077

Forces on atoms 1 to 2 (eV/Å):
C 0.20 -0.08 0.03
N -0.13 -0.12 -0.03

Relative energy (zero: lowest compared OMol25 entry of this formula, charge and spin) = 39.1 kcal per mole
HOMO energy = -9.069 eV
Lowest unoccupied orbital energy = 0.82 eV
Total charge = 0
SMILES = CNCC(=O)OC
Gap between HOMO and LUMO = 9.893 eV

ORCA calculation (wB97M-V/def2-TZVPD) on the molecule C4H9NO2.

Each line ends with the Löwdin charge.
CARTESIAN COORDINATES (ANGSTROEM)
C1 1.640 -0.779 0.211  -0.065
C2 0.236 -0.293 0.561  -0.331
C3 0.209 1.248 0.589  -0.248
O1 -1.017 1.816 0.958  -0.060
N1 -0.720 -0.928 -0.377  0.065
C4 -1.592 -0.396 -1.258  -0.338
O2 -1.816 0.785 -1.472  0.001
H1 1.666 -1.871 0.272  0.076
H2 2.375 -0.372 0.911  0.082
H3 1.936 -0.482 -0.801  0.087
H4 -0.027 -0.667 1.559  0.144
H5 0.941 1.593 1.337  0.129
H6 0.541 1.598 -0.400  0.128
H7 -1.519 1.901 0.129  0.065
H8 -0.742 -1.940 -0.414  0.131
H9 -2.111 -1.215 -1.805  0.135

Forces on atoms 1 to 2 (eV/Å):
C 0.06 -0.06 0.03
C -0.06 -0.02 0.04

Relative energy (zero: lowest compared OMol25 entry of this formula, charge and spin) = 21.2 kcal per mole
HOMO energy = -9.974 eV
Lowest unoccupied orbital energy = 0.72 eV
Total charge = 0
SMILES = C[C@@H](CO)NC=O
Gap between HOMO and LUMO = 10.697 eV

ORCA calculation (wB97M-V/def2-TZVPD) on the molecule C4H9NO2 in a non-equilibrium geometry.

Each line ends with the Löwdin charge.
CARTESIAN COORDINATES (ANGSTROEM)
N1 1.050 0.578 1.479  0.165
C1 1.216 -0.718 1.071  -0.558
O1 1.933 -1.527 1.627  0.059
C2 0.413 -1.026 -0.180  -0.129
C3 -1.040 -0.678 -0.113  -0.110
C4 -1.313 0.894 -0.932  -0.227
O2 -0.144 1.565 -1.222  -0.173
H1 1.691 0.910 2.184  0.113
H2 0.700 1.258 0.812  0.084
H3 1.039 -0.220 -1.021  0.150
H4 0.691 -1.961 -0.659  0.117
H5 -1.695 -1.403 -0.615  0.097
H6 -1.393 -0.466 0.904  0.097
H7 -1.896 0.625 -1.826  0.097
H8 -1.920 1.385 -0.161  0.101
H9 0.668 0.784 -1.347  0.118

Forces on atoms 1 to 2 (eV/Å):
N 0.19 -0.02 0.07
C 0.21 -0.07 -0.12

Relative energy (zero: lowest compared OMol25 entry of this formula, charge and spin) = 62.5 kcal per mole
HOMO energy = -9.886 eV
Lowest unoccupied orbital energy = 0.58 eV
Total charge = 0
SMILES = NC(=O)CCCO
Gap between HOMO and LUMO = 10.471 eV

ORCA calculation (wB97M-V/def2-TZVPD) on the molecule C4H9NO2.

Each line ends with the Löwdin charge.
CARTESIAN COORDINATES (ANGSTROEM)
C1 1.020 -0.269 1.565  -0.067
C2 -0.196 -0.010 0.655  -0.217
C3 -0.305 1.443 0.196  -0.158
O1 -0.714 1.062 -1.117  -0.038
C4 -0.340 -0.305 -0.918  -0.586
O2 0.868 -0.658 -1.514  0.059
N1 -1.350 -1.143 -1.492  0.128
H1 0.870 0.323 2.482  0.086
H2 1.159 -1.305 1.891  0.077
H3 1.972 0.097 1.152  0.076
H4 1.544 -0.648 -0.828  0.084
H5 -1.095 -0.351 1.176  0.139
H6 -1.035 2.085 0.695  0.121
H7 0.673 1.947 0.168  0.123
H8 -0.958 -1.687 -2.256  0.085
H9 -2.113 -0.581 -1.856  0.088

Forces on atoms 1 to 2 (eV/Å):
C -0.03 -0.08 -0.16
C -0.12 0.04 0.04

Relative energy (zero: lowest compared OMol25 entry of this formula, charge and spin) = 42.0 kcal per mole
HOMO energy = -9.635 eV
Lowest unoccupied orbital energy = 0.87 eV
Total charge = 0
SMILES = C[C@H]1CO[C@@]1(N)O
Gap between HOMO and LUMO = 10.510 eV

ORCA calculation (wB97M-V/def2-TZVPD) on a cluster of 2 separate species, C4H9NO2 in total in a non-equilibrium geometry.

Each line ends with the Löwdin charge.
CARTESIAN COORDINATES (ANGSTROEM)
C1 -1.431 0.400 -1.095  -0.438
C2 0.388 -0.006 1.729  -0.048
C3 0.997 -0.175 0.387  -0.486
N1 1.861 0.823 -0.005  0.104
C4 0.506 -1.087 -0.490  -0.030
O1 -1.712 1.039 -0.093  0.004
O2 -2.196 -0.595 -1.570  0.058
H1 -0.529 0.622 1.535  0.085
H2 -2.878 -0.812 -0.914  0.125
H3 -0.823 0.815 -1.912  0.143
H4 2.048 0.894 -0.993  0.092
H5 1.767 1.712 0.463  0.097
H6 1.083 0.446 2.434  0.079
H7 0.029 -0.952 2.123  0.081
H8 0.934 -1.190 -1.475  0.067
H9 -0.045 -1.935 -0.122  0.066

Forces on atoms 1 to 2 (eV/Å):
C -1.58 1.83 0.22
C -0.75 0.28 -0.12

Relative energy (zero: lowest compared OMol25 entry of this formula, charge and spin) = 39.8 kcal per mole
HOMO energy = -8.237 eV
Lowest unoccupied orbital energy = 0.90 eV
Total charge = 0
SMILES = C=C(C)N.O=CO
Gap between HOMO and LUMO = 9.142 eV